The following is a DFT calculation (the ωB97M-V functional and the def2-TZVPD basis) of a molecular structure, C38H61Cl2F6IN2O5PS2 at a distorted geometry.

The lowest unoccupied orbital energy comes out at -0.148 Eh. The orbital gap is 7.531 eV. As for the largest force on an atom: 6.05 eV/A. The calculation puts the molar mass at 1032.8 g/mol. Its total energy is -4924.56919 Ha. As for the net charge: +1.

Atoms and positions in Å:
C: -8.053 4.289 0.866
C: -6.980 3.099 0.594
C: -6.249 3.221 -0.838
C: -4.658 3.419 -0.749
C: -3.904 2.215 0.044
C: -2.924 1.365 -0.961
C: -3.133 -0.160 -0.587
C: -2.143 -1.291 -1.113
C: -2.468 -2.535 -0.103
F: -1.449 -3.571 -0.183
F: -2.176 -2.213 1.303
C: -3.945 -3.005 0.172
C: -4.909 -2.201 1.139
C: -6.340 -2.624 1.515
C: -6.974 -3.919 0.967
C: -6.068 -4.778 0.068
C: -6.685 -6.165 -0.482
F: -5.642 -7.110 -0.594
F: -7.695 -6.604 0.406
F: -7.248 -5.950 -1.786
C: -4.623 -4.327 -0.284
N: -0.775 -0.736 -0.697
C: -0.054 -0.199 0.472
I: -0.965 0.300 2.390
C: 0.603 1.300 0.253
C: 1.771 1.497 1.381
C: 0.084 -0.832 -1.734
P: 1.886 -0.711 -2.171
C: 2.367 0.949 -3.020
O: 2.872 -0.625 -0.727
C: -0.850 -0.930 -3.072
C: -0.893 0.703 -3.310
N: 0.112 -1.241 -4.120
C: -2.227 -1.736 -2.712
C: -1.743 -3.183 -3.184
F: -1.659 -3.302 -4.653
C: -2.420 -4.568 -2.878
C: -3.838 -4.907 -3.569
C: -3.377 -1.065 -3.600
Cl: -2.908 -0.685 -5.378
C: -4.789 -1.753 -3.814
C: -5.665 -0.648 -4.677
Cl: -5.849 -2.089 -2.391
H: -8.178 4.503 1.996
H: -9.110 4.001 0.495
H: -7.763 5.273 0.355
H: -6.265 3.023 1.483
H: -7.613 2.129 0.591
H: -6.690 4.155 -1.358
H: -6.563 2.304 -1.455
H: -4.491 4.388 -0.139
H: -4.237 3.579 -1.812
H: -4.718 1.487 0.385
H: -3.336 2.595 0.957
H: -3.248 1.693 -2.007
H: -1.888 1.806 -0.789
H: -4.193 -0.442 -0.962
H: -3.243 -0.131 0.558
H: -4.581 -1.232 1.669
H: -6.989 -1.989 2.223
H: -8.040 -4.183 1.287
H: -4.065 -5.082 -0.909
H: 0.794 -0.940 0.737
H: -0.165 2.131 0.501
H: 0.943 1.534 -0.794
H: 2.053 0.516 1.896
H: 1.418 2.287 2.138
H: 2.713 1.931 0.890
H: 3.431 1.206 -2.688
H: 2.409 0.801 -4.167
H: 1.602 1.773 -2.841
H: 3.256 -1.536 -0.696
H: -1.895 1.136 -3.587
H: -0.544 1.294 -2.382
H: -0.160 1.031 -4.141
H: 0.537 -2.169 -4.151
H: -0.160 -0.942 -5.074
H: -0.660 -3.295 -2.772
H: -1.740 -5.327 -3.456
H: -2.317 -5.021 -1.839
H: -3.847 -4.583 -4.673
H: -4.751 -4.566 -2.985
H: -3.896 -6.063 -3.603
H: -3.632 -0.005 -3.212
H: -4.697 -2.596 -4.600
H: -5.686 -0.922 -5.798
H: -6.775 -0.698 -4.351
H: -5.332 0.422 -4.475
C: 7.659 1.299 2.030
C: 7.612 1.968 0.655
C: 6.283 2.719 0.554
S: 5.831 3.160 2.229
O: 4.626 2.444 2.585
O: 5.954 4.590 2.395
C: 7.216 2.366 3.023
H: 8.657 0.923 2.265
H: 6.964 0.454 2.054
H: 8.443 2.676 0.565
H: 7.715 1.239 -0.153
H: 6.376 3.625 -0.045
H: 5.494 2.083 0.148
H: 6.910 1.955 3.985
H: 7.995 3.118 3.166
C: 11.846 0.909 6.199
C: 11.732 2.343 5.679
C: 10.324 2.512 5.104
S: 9.278 1.368 5.999
O: 8.803 0.361 5.077
O: 8.383 2.112 6.856
C: 10.574 0.656 6.997
H: 12.738 0.770 6.812
H: 11.903 0.213 5.355
H: 11.878 3.044 6.507
H: 12.493 2.562 4.926
H: 9.952 3.528 5.244
H: 10.289 2.245 4.046
H: 10.375 -0.402 7.166
H: 10.594 1.192 7.949